(1)
Density functional theory data (ωB97M-V/def2-TZVPD) for a molecular structure, C43H38F3N2O3PbSb.

Last column: Mulliken charge in e.
Positions of all 91 atoms, in Å:
Pb: 0.3576 0.3539 -0.3282  1.00
Sb: -1.4164 -0.3915 -2.5229  1.37
F: -7.3772 -0.3973 -0.6284  -0.37
F: -0.2178 -5.6789 -5.6222  -0.37
F: -2.7594 3.5604 -7.1859  -0.35
O: -1.0833 4.9813 -1.7230  -0.47
O: -0.1903 -1.9169 0.2603  -0.35
O: -0.6615 2.3715 -0.8541  -0.51
N: -1.9012 -0.9496 1.4570  -0.86
N: -1.6775 0.2235 0.8078  0.35
C: -1.2985 -3.4662 -2.9796  -0.12
C: 3.3790 -0.4782 1.1093  -0.83
C: 4.2708 0.5207 -0.8640  -1.11
C: -4.0048 3.0139 0.4807  -0.96
C: 4.4442 1.7950 1.2919  -1.42
C: -1.6693 -5.1071 3.9214  -0.41
C: -0.4139 -3.3369 -5.6110  -0.75
C: -0.5456 -4.5497 -4.9613  0.32
C: -5.5956 0.6683 -1.7420  -0.82
C: 2.9885 -1.5801 0.3686  -0.21
C: 3.2300 -1.6512 -1.0008  0.37
C: -2.7729 2.3588 0.2906  0.52
C: -1.3276 -3.1237 2.0076  0.20
C: 4.0292 0.5928 0.5007  1.15
C: -2.4404 2.6888 -6.2072  0.35
C: -3.9839 -1.5180 -1.1501  -0.21
C: 3.9830 -3.9064 -1.7076  -1.70
C: -6.0904 -0.4092 -1.0312  0.29
C: -1.8313 0.9130 -4.1910  -0.16
C: -2.7452 -4.3233 3.5340  -0.82
C: -1.7693 2.9626 -0.5175  1.17
C: -4.2756 0.6403 -2.1548  -0.37
C: -0.7469 -2.1830 -4.9282  -0.39
C: -2.7188 0.5507 -5.1955  -0.10
C: -2.6452 1.0798 0.9002  -0.76
C: 3.8842 -0.5844 -1.6045  -0.05
C: 2.4291 -2.6326 -3.2004  -1.64
C: -2.0265 4.2799 -0.9994  -0.29
C: -2.5778 -3.3389 2.5803  -0.33
C: -3.4725 -0.4587 -1.8851  0.60
C: -5.2991 -1.5003 -0.7175  -0.78
C: -1.2462 2.1694 -4.2169  -0.60
C: 0.2055 5.0503 -1.1451  -0.69
C: -1.1997 -2.2401 -3.6182  0.20
C: -3.0230 1.4330 -6.2164  -0.83
C: -4.2607 4.2354 -0.0828  -0.90
C: -1.5490 3.0707 -5.2228  -0.58
C: 2.8269 -2.8981 -1.7495  1.13
C: -3.2532 4.8751 -0.8046  -0.36
C: -0.4361 -4.9308 3.3146  -0.74
C: -0.2661 -3.9515 2.3519  -0.05
C: -0.9929 -4.6350 -3.6550  -0.75
C: -1.1066 -1.9381 1.1543  0.54
H: 4.1012 -0.6075 -2.6621  0.34
H: -3.3615 -2.3622 -0.8951  0.12
H: -3.8657 1.4954 -2.6755  0.36
H: 3.1841 -0.4583 2.1725  0.37
H: 1.9682 -3.3302 -1.2217  -0.09
H: 4.8621 1.5000 2.2511  0.39
H: 5.1882 2.3757 0.7520  0.39
H: 2.4834 -2.4012 0.8556  0.23
H: -3.3907 -2.7000 2.2764  0.43
H: -1.6123 -3.5161 -1.9487  0.20
H: -1.0797 -5.5994 -3.1812  0.47
H: -6.2326 1.5094 -1.9676  0.46
H: -1.1129 4.0563 -5.2427  0.51
H: 1.6589 -1.8613 -3.2620  0.24
H: -5.7114 -2.3182 -0.1485  0.52
H: -0.6685 -1.2273 -5.4253  0.44
H: -3.7040 1.1597 -7.0066  0.44
H: -3.4193 5.8552 -1.2231  0.51
H: 0.8327 5.5670 -1.8689  0.27
H: 0.6171 4.0561 -0.9494  0.14
H: -3.1838 -0.4255 -5.1772  0.53
H: -5.2214 4.7128 0.0492  0.42
H: -3.4991 0.7603 1.4971  0.41
H: 2.0362 -3.5425 -3.6492  0.35
H: 3.2932 -2.3205 -3.7843  0.42
H: 4.8403 -3.5217 -2.2597  0.37
H: 0.1831 5.6243 -0.2104  0.29
H: -0.5656 2.4648 -3.4321  0.25
H: -4.7586 2.5168 1.0755  0.41
H: -3.7163 -4.4727 3.9825  0.39
H: 0.6949 -3.7987 1.8826  0.24
H: 4.7738 1.3356 -1.3648  0.35
H: 0.3989 -5.5531 3.6003  0.42
H: 3.6831 -4.8488 -2.1613  0.45
H: 3.5809 2.4324 1.4842  0.23
H: -0.0434 -3.3050 -6.6232  0.45
H: 4.2881 -4.0927 -0.6794  0.39
H: -1.8006 -5.8499 4.6954  0.38

Output
Charge: 0
E_LUMO (eV): 0.0
Electronic energy (a.u.): -2729.2939
ΔE to the lowest compared entry with this formula, charge and spin (kcal per mole): 12.34
Kohn-Sham gap (Eh): 0.2719
Strongest force on any atom (eV/A): 1.979


(2)
Density functional theory data (ωB97M-V/def2-TZVPD) for 3 unconnected molecules or ions with the total composition C15H39F7N6O2P3.

Last column: Mulliken charge in e.
Positions of all 72 atoms, in Å:
P: 1.4383 0.2943 -3.4948  0.96
P: -5.4088 4.4483 -3.2897  0.02
P: -0.4829 -2.5790 3.4700  0.90
F: -0.6948 5.3324 -2.6885  -0.24
F: -3.4445 4.5314 -1.4400  -0.20
F: -3.4910 5.5655 -4.7165  -0.31
F: -4.4403 6.3759 -1.8614  -0.23
F: -2.5869 6.9710 -3.3362  -0.25
F: -1.0521 5.0125 -4.7355  -0.26
F: -1.7871 3.5669 -3.3618  -0.23
O: 1.5232 0.3574 -5.0099  -0.83
O: -0.0852 -2.4978 2.0049  -0.74
N: 2.5177 1.6125 -3.1799  0.01
N: 0.2930 -4.1006 3.7654  0.19
N: 0.9561 0.1929 -1.7991  0.11
N: 0.5295 -1.2874 4.0231  0.07
N: -1.2996 -2.7025 5.0294  -0.05
N: 2.2744 -1.2141 -3.3405  0.24
C: 3.2693 1.8475 -1.9604  -0.73
C: 0.4810 -1.1145 -1.2947  -0.81
C: -1.8774 -4.0122 5.3996  -0.95
C: 1.0200 -1.0854 5.3750  -0.77
C: 0.3282 -5.0255 2.6350  -1.09
C: 2.0890 -2.1582 -4.4401  -1.10
C: 2.1038 2.8978 -3.7336  -1.13
C: -2.8848 5.7034 -3.5037  0.59
C: 1.5310 -4.2019 4.5154  -1.11
C: -1.5717 4.8568 -3.5253  0.86
C: -3.9407 5.2645 -2.4189  0.55
C: 3.6403 -1.2918 -2.8565  -1.12
C: -2.4247 -1.7346 5.0938  -1.10
C: 0.2576 0.0154 3.4220  -0.95
C: -0.1423 1.1509 -1.5391  -1.07
H: 0.4679 -6.0509 2.9875  0.35
H: -5.0135 3.5430 -4.2936  0.25
H: 4.0382 2.6033 -2.1421  0.34
H: 3.8045 0.9695 -1.6145  0.17
H: 1.8214 -0.3417 5.3678  0.36
H: 2.9713 3.5374 -3.9142  0.38
H: 1.0558 -2.1571 -4.7867  0.33
H: 3.6962 -1.0191 -1.8002  0.28
H: 2.3093 -3.1761 -4.1074  0.34
H: 2.7360 -1.9293 -5.2950  0.33
H: -6.3146 3.8840 -2.3615  0.25
H: -2.4877 -3.9113 6.3004  0.38
H: 4.0078 -2.3193 -2.8953  0.42
H: 1.4175 3.4339 -3.0597  0.28
H: -2.5044 -4.4224 4.6044  0.34
H: 1.3734 -3.9463 5.5655  0.28
H: 1.2914 -1.8280 -1.1895  0.28
H: 0.2443 -0.7209 6.0618  0.27
H: -2.8708 -1.7280 6.0884  0.41
H: -3.2025 -1.9710 4.3620  0.38
H: -1.0441 0.8877 -2.1035  0.39
H: -0.6126 -5.0073 2.0853  0.32
H: 2.6426 2.2129 -1.1346  0.25
H: 1.6013 2.7743 -4.6934  0.31
H: 4.3261 -0.6663 -3.4401  0.29
H: -0.5418 0.5536 3.9502  0.31
H: 1.1548 0.6400 3.4347  0.38
H: -6.1204 5.4812 -3.9430  0.24
H: -2.0801 -0.7167 4.8994  0.26
H: 1.8902 -5.2330 4.5341  0.42
H: 1.4598 -1.9784 5.8059  0.17
H: -0.0405 -0.0831 2.3778  0.10
H: -0.3908 1.1831 -0.4773  0.39
H: 2.3265 -3.5755 4.0946  0.30
H: 0.0604 -1.0073 -0.2913  0.16
H: -1.1079 -4.7365 5.6476  0.27
H: 0.1455 2.1667 -1.8221  0.15
H: 1.1379 -4.7908 1.9338  0.33
H: -0.2861 -1.5456 -1.9435  0.35

Output
Charge: +1
E_LUMO (eV): -4.6
Electronic energy (a.u.): -2796.6297
Kohn-Sham gap (Eh): 0.1809
Strongest force on any atom (eV/A): 7.577


> Look up the electronic energy of the second one.

-2796.6297 a.u.


> Which value of E_LUMO does entry 1 give?

0.0 eV


> Among the records above, which one has the highest Kohn-Sham gap?

C43H38F3N2O3PbSb